Entry 1:
35
Properties=species:S:1:pos:R:3:forces:R:3:mulliken_charge:R:1 method="wB97M-V/def2-TZVPD" relative_energy_kcal_mol=15.4 orbital_gap_ev=9.1 multiplicity=1
O -1.5938 0.8700 -1.3961 -0.05 -0.30 -0.49 -0.50
C -1.2332 2.1400 -0.8366 -0.02 -0.53 -0.30 -0.67
C -1.0935 2.0058 0.6493 0.02 0.16 0.22 0.74
O -2.2871 1.5571 1.2941 -0.07 -0.12 -0.24 -0.54
H -2.5050 0.6425 -1.1888 -0.03 0.30 0.23 0.33
H -0.2459 2.3558 -1.2456 -0.05 0.21 -0.08 0.27
H -1.9413 2.8991 -1.1818 0.01 0.11 0.19 0.35
H -0.7601 2.9399 1.1090 0.06 0.01 -0.09 0.23
H -0.3253 1.2492 0.7996 -0.07 0.00 0.35 -0.52
H -3.0657 1.9081 0.8515 0.02 0.19 0.10 0.31
O 1.5343 -1.6728 2.0996 0.24 -0.45 0.04 -0.53
C 0.4681 -1.0257 2.7487 -0.13 0.22 -0.25 -0.10
C -0.8907 -1.5177 2.2567 0.06 -0.34 0.69 -0.22
O -1.9303 -0.7545 2.8235 -0.34 0.08 -0.13 -0.59
H 1.3664 -1.6684 1.1488 0.14 0.33 -0.04 0.32
H 0.5594 -1.2453 3.8123 -0.01 0.06 0.03 0.32
H 0.5403 0.0652 2.6228 -0.10 -0.07 -0.01 0.09
H -1.0495 -2.5336 2.6342 0.17 -0.05 -0.28 0.33
H -0.9254 -1.5522 1.1604 0.01 0.14 -0.01 -0.02
H -2.1373 -0.0115 2.2410 0.08 0.12 0.12 0.39
O -0.5757 -1.7854 -2.1757 -0.39 -0.13 -0.19 -0.63
H -1.2648 -1.1742 -1.8813 0.09 0.10 0.01 0.28
H -0.4975 -1.6276 -3.1224 0.05 -0.04 -0.04 0.30
O 2.0787 1.8270 1.0653 0.08 0.04 -0.11 -0.52
H 2.5509 2.6040 1.3786 -0.01 0.04 -0.01 0.24
H 2.7617 1.1546 0.9644 -0.09 -0.15 0.09 0.30
O 1.2644 -0.6128 -0.6101 0.19 0.17 0.05 -0.55
H 0.5612 -0.9783 -1.1707 0.19 -0.04 -0.11 0.43
H 1.3321 0.3133 -0.8645 0.00 0.07 0.22 0.16
O 1.2008 -4.1610 -2.1868 0.01 0.02 -0.06 -0.63
H 0.6421 -3.4082 -1.9596 -0.02 -0.04 0.05 0.32
H 0.7367 -4.9252 -1.8351 0.01 -0.02 0.02 0.30
O 2.2173 2.2649 -3.0124 -0.10 -0.09 0.03 -0.61
H 2.3076 1.3077 -3.0618 0.08 -0.02 0.01 0.31
H 2.2000 2.5504 -3.9307 0.00 0.05 -0.01 0.30

Entry 2:
98
Properties=species:S:1:pos:R:3:forces:R:3:mulliken_charge:R:1 method="wB97M-V/def2-TZVPD" relative_energy_kcal_mol=2.9 orbital_gap_ev=7.3 multiplicity=1
Ti 1.1367 -0.3812 1.0710 -0.17 -0.12 -0.24 0.08
Br 7.0304 -3.1016 5.0747 -0.48 0.22 -0.44 -0.20
C 5.7521 -2.3042 3.8867 -1.27 0.57 0.02 -0.33
C 6.1461 -1.8082 2.6210 -1.79 -0.22 0.24 -0.65
C 5.1639 -1.2322 1.8113 0.67 0.21 -0.28 -0.75
C 3.8296 -0.9786 2.2146 0.83 -0.08 -0.83 0.20
O 3.0243 -0.3503 1.3758 0.81 -0.51 0.67 -0.49
C 3.4554 -1.4734 3.4625 0.12 -0.47 0.96 0.36
C 2.1591 -1.1195 3.9999 0.70 0.85 -1.23 -0.48
N 1.2365 -0.6179 3.2458 -0.11 -0.44 0.95 0.84
C 0.2922 0.2041 3.9199 0.79 0.64 -2.28 -1.21
C -0.3693 -0.1080 5.0355 -0.66 0.02 1.37 -0.23
C -1.2119 0.8920 5.6483 0.62 -0.78 -0.36 -1.11
C -1.3046 2.1003 5.0150 -0.73 -0.21 1.96 -0.63
C -0.6455 2.4362 3.8299 -0.09 -0.70 0.50 0.96
C -0.8182 3.6611 3.2141 0.06 1.31 -0.99 -0.56
C -0.1966 3.9032 2.0018 0.31 -1.40 1.61 -1.37
C 0.6673 2.9226 1.4684 -0.93 -0.99 2.02 -0.28
N 0.8535 1.7573 2.0976 -0.47 -0.64 -0.44 0.03
C 0.1676 1.4749 3.2509 0.27 0.44 -0.31 1.37
C 4.4086 -2.1434 4.2739 0.73 -0.04 0.06 -0.59
H 7.1408 -1.9632 2.2577 0.36 0.02 -0.13 0.48
H 5.3868 -0.9788 0.7685 0.11 0.11 0.49 0.39
H 2.0757 -0.9596 5.0581 -0.05 -0.35 0.63 0.60
H -0.1549 -1.0920 5.4675 -0.50 0.38 0.02 0.59
H -1.7103 0.6510 6.6072 0.27 0.40 -0.82 0.39
H -1.8692 2.8694 5.5107 -0.35 0.29 -0.01 0.46
H -1.4524 4.4371 3.6845 0.42 -0.60 -0.37 0.37
H -0.3220 4.8472 1.5937 -0.10 1.46 -1.19 0.55
H 1.1924 3.0283 0.5610 0.45 0.33 -0.94 0.71
H 4.0475 -2.5267 5.2336 0.35 0.12 -0.26 0.48
C -2.1937 1.0803 -4.5060 0.39 -0.09 1.10 -1.95
C -2.0982 0.0349 -3.4004 -0.70 -0.51 -0.75 1.21
C -3.1082 -1.0556 -3.6772 -0.83 -1.35 -0.85 -1.66
O -2.2815 0.6729 -2.1522 -0.25 -0.15 -0.35 -0.30
C -1.1915 0.4629 -1.2780 -0.59 -0.78 -0.04 -1.86
C -0.3065 -0.5905 -2.0591 -1.51 0.10 0.54 0.45
O -0.8121 -0.5731 -3.3816 -0.09 0.43 0.38 -0.25
C 1.1645 -0.3207 -2.0181 1.14 1.10 -0.58 1.92
O 1.4976 -0.3324 -0.6648 -0.15 0.32 -0.09 1.00
C 2.0501 -1.3606 -2.7418 -1.91 0.67 -1.38 -0.72
C 3.0116 -1.9953 -2.0455 1.39 -1.88 0.64 -0.48
C 3.6978 -3.0848 -2.5952 -0.73 0.65 -1.35 -1.00
C 3.4925 -3.4389 -3.9367 -0.85 0.78 1.26 -0.68
C 2.5368 -2.7701 -4.7062 -0.29 1.04 1.54 -0.96
C 1.7897 -1.7558 -4.0744 0.79 -0.03 -0.23 -0.18
C 1.3927 1.1121 -2.5440 0.24 0.45 -0.01 -0.16
C 2.0119 2.0590 -1.7218 -0.36 -0.35 -1.73 -0.73
C 2.2384 3.3496 -2.1661 -0.52 0.84 0.16 -0.66
C 1.7432 3.7921 -3.4073 0.23 0.43 0.44 -0.86
C 1.1215 2.8502 -4.2208 0.47 0.47 0.20 -0.78
C 0.9612 1.5423 -3.7964 0.34 -0.57 -0.45 -0.29
C -1.7536 0.0442 0.1428 -0.63 0.26 -1.44 1.72
O -0.6918 -0.3733 0.9064 0.73 0.14 0.77 0.45
C -2.4320 1.2968 0.7703 -0.89 -0.22 0.05 0.14
C -3.0044 1.1552 2.0624 0.48 0.80 -1.42 -0.34
C -3.6681 2.2084 2.6612 0.37 -0.07 0.00 -0.69
C -3.8672 3.3881 1.9600 -0.01 0.10 1.76 -0.75
C -3.4051 3.4975 0.6914 -0.21 0.79 -1.21 -0.82
C -2.6899 2.4965 0.0683 0.16 -0.87 1.09 0.09
C -2.7746 -1.0736 -0.0725 -0.78 -0.64 0.27 -0.02
C -4.0928 -0.7702 -0.4354 0.98 0.71 -0.46 0.05
C -5.0189 -1.7564 -0.7070 -0.98 0.96 -0.31 -0.65
C -4.6718 -3.0639 -0.5591 1.19 -1.82 0.27 -0.64
C -3.3467 -3.4408 -0.1939 -1.57 1.42 0.10 -1.10
C -2.4332 -2.4348 0.0546 0.98 0.65 0.38 1.02
H -3.2122 1.3596 -4.7301 -0.30 -0.01 0.11 0.46
H -1.7275 0.6945 -5.3837 0.37 -0.16 -0.75 0.34
H -1.6548 1.9163 -4.0979 0.23 0.68 -0.38 0.42
H -4.1516 -0.7182 -3.7183 0.31 0.46 -0.20 0.38
H -3.1652 -1.8102 -2.9005 0.54 -0.24 0.24 0.27
H -2.8886 -1.5944 -4.6676 -0.13 0.94 1.40 0.33
H -0.7898 1.4468 -1.0928 1.15 0.16 -0.21 0.89
H -0.4508 -1.5720 -1.6187 -0.22 -0.34 0.12 0.31
H 3.1791 -1.8206 -1.0038 0.04 0.44 0.41 0.65
H 4.3185 -3.6855 -1.9703 0.51 -0.22 0.28 0.46
H 3.9587 -4.3130 -4.2710 0.79 -1.04 -0.80 0.42
H 2.3200 -3.0056 -5.7319 0.06 -0.23 -0.20 0.46
H 1.0388 -1.2354 -4.6478 -0.12 -0.09 0.04 0.15
H 2.3416 1.6924 -0.7996 0.68 -0.05 1.34 1.32
H 2.7107 4.0453 -1.4666 -0.01 -0.08 -0.39 0.47
H 1.8295 4.8673 -3.7118 0.05 -1.24 0.27 0.33
H 0.8230 3.1201 -5.2220 -0.22 0.06 -0.07 0.48
H 0.5513 0.8384 -4.5096 0.00 0.11 0.24 0.22
H -2.9077 0.2312 2.5711 0.26 -0.81 0.46 0.55
H -3.9177 2.1397 3.7084 -0.38 -0.09 0.07 0.45
H -4.2437 4.2510 2.5029 -0.39 -0.10 -0.31 0.41
H -3.6412 4.3916 0.1241 0.21 0.08 0.03 0.42
H -2.3788 2.7252 -0.9246 0.33 -0.40 -0.59 0.41
H -4.3272 0.2665 -0.6630 -0.17 -0.13 0.34 0.29
H -6.0261 -1.4495 -1.0603 0.73 -0.40 0.37 0.38
H -5.3959 -3.8522 -0.7152 -0.09 0.00 -0.08 0.38
H -3.1101 -4.4578 0.0281 0.20 -0.53 -0.18 0.55
H -1.4211 -2.6905 0.4109 -0.97 0.22 -0.42 -1.29
Cl -0.2899 -3.8654 2.3207 0.36 0.15 0.44 -0.38
Si 1.0797 -2.9659 1.0031 0.32 -0.64 0.11 0.65
Cl 0.5888 -4.0721 -0.6890 0.01 0.21 -0.34 -0.32
Cl 2.9812 -3.7754 1.4097 -0.35 -0.27 -0.04 -0.36

Entry 3:
14
Properties=species:S:1:pos:R:3:forces:R:3:mulliken_charge:R:1 method="wB97M-V/def2-TZVPD" relative_energy_kcal_mol=26.5 orbital_gap_ev=10.8 multiplicity=1
C 1.2023 -1.2601 0.1702 0.01 -0.03 -0.04 -1.34
C 0.2510 -0.1241 -0.0997 0.06 -0.15 0.20 1.34
C -1.0500 -0.1677 0.6813 -0.03 -0.07 0.15 0.18
N -2.0100 0.6902 0.2324 -0.09 -0.13 -0.02 -0.40
O -1.1876 -0.8985 1.6446 0.08 0.28 -0.25 -0.63
C 0.7620 1.1769 -0.5514 0.12 0.25 0.11 -0.79
O 0.0915 0.3091 -1.4538 -0.05 -0.05 -0.16 -0.50
H 1.9985 -1.2582 -0.5791 -0.11 0.03 0.10 0.43
H 1.6444 -1.1426 1.1640 -0.09 -0.04 -0.13 0.27
H 0.6858 -2.2225 0.1481 0.04 0.13 -0.02 0.30
H -2.9292 0.5860 0.6352 0.12 0.02 -0.04 0.26
H -1.9444 1.0243 -0.7175 0.01 -0.07 0.09 0.25
H 0.2273 2.0905 -0.2941 0.08 -0.14 -0.03 0.31
H 1.8332 1.2842 -0.7228 -0.17 -0.04 0.05 0.31

Entry 4:
17
Properties=species:S:1:pos:R:3:forces:R:3:mulliken_charge:R:1 method="wB97M-V/def2-TZVPD" relative_energy_kcal_mol=25.3 orbital_gap_ev=9.8 multiplicity=1
C -2.1389 -0.2467 0.9045 -0.42 -1.21 -0.28 -1.09
C -0.9517 -1.1667 0.5072 -0.19 -0.01 1.80 -0.44
N -0.0068 -0.4415 -0.3029 -1.28 -0.09 -0.33 -0.23
C 1.3731 -0.7309 -0.4926 -0.58 -0.54 -0.62 -0.32
O 1.7602 -2.0954 -0.6857 0.53 0.21 -0.48 -0.53
H -2.9640 -0.9485 1.0635 -0.24 0.30 0.08 0.34
H -2.1229 0.3971 1.7814 0.77 -0.02 -0.04 0.29
H -2.4102 0.3528 0.0398 -0.05 0.18 -0.09 0.28
H -1.4516 -2.0931 0.1417 0.59 0.47 -0.88 0.25
H -0.4391 -1.5797 1.3814 0.10 0.42 0.28 0.40
H -0.5136 -0.1444 -1.1238 0.54 0.02 -0.30 0.21
H 1.5542 -0.2552 -1.4657 0.81 0.28 0.60 0.27
H 1.9639 -0.3763 0.3520 0.10 0.32 -0.13 0.27
H 1.1035 -2.7007 -0.3727 -0.67 -0.32 0.37 0.30
O -0.0075 3.9771 0.1179 0.77 -0.50 -0.43 -0.63
H 0.7376 3.4375 -0.2094 -0.49 0.08 0.51 0.32
H -0.0814 4.6128 -0.5947 -0.30 0.40 -0.08 0.32